Formula: C35H51BrF20N5O15S
Source: the Open Molecules 2025 dataset
Level of theory: the ωB97M-V functional and the def2-TZVPD basis

Summary:
Molecular weight   1273.744 g mol⁻¹
E_HOMO   -0.4505 Eh
Kohn-Sham gap   7.67 eV
Total charge   +1

Last column: Mulliken charge in e.
Atoms and positions in Å:
C  6.541  -3.987  0.637  -1.29
C  5.532  -3.941  -0.530  -0.06
C  4.211  -3.319  -0.054  -1.24
Br  3.183  -4.689  0.907  -0.03
C  3.412  -2.663  -1.168  0.41
C  2.787  -3.636  -2.197  -1.56
N  1.332  -3.420  -2.176  0.53
S  0.367  -4.361  -3.196  1.26
O  1.094  -4.455  -4.423  -0.60
O  -0.901  -3.738  -3.321  -0.60
F  0.205  -5.759  -2.574  -0.18
C  0.929  -2.505  -1.343  0.14
C  -0.466  -2.084  -1.054  -1.40
C  -1.133  -3.079  -0.005  0.83
N  -2.533  -3.191  -0.429  -0.65
N  -0.513  -4.399  -0.063  -0.44
N  -1.076  -2.623  1.373  -0.59
C  2.155  -1.860  -0.727  1.07
N  2.191  -0.620  -1.565  -0.67
C  2.060  -1.383  0.737  -1.21
C  3.062  -0.307  1.115  0.10
O  2.859  0.456  1.997  -0.47
F  4.234  -0.267  0.437  -0.16
H  6.043  -4.038  1.608  0.31
H  7.173  -3.098  0.656  0.34
H  7.197  -4.853  0.577  0.39
H  5.973  -3.335  -1.323  0.17
H  5.387  -4.964  -0.876  0.42
H  4.469  -2.565  0.685  0.78
H  4.141  -2.108  -1.762  0.32
H  3.221  -3.720  -3.188  0.42
H  2.933  -4.648  -1.784  0.68
H  -0.391  -1.105  -0.582  0.67
H  -1.078  -2.015  -1.948  0.60
H  -2.928  -2.254  -0.372  0.07
H  -2.994  -3.700  0.323  0.37
H  -0.479  -4.774  0.878  0.26
H  -1.147  -4.993  -0.589  0.24
H  -1.468  -1.697  1.481  0.34
H  -0.150  -2.677  1.778  0.16
H  1.588  0.099  -1.187  0.41
H  3.143  -0.298  -1.670  0.17
H  1.080  -0.946  0.917  0.55
H  2.175  -2.185  1.474  0.28
C  3.831  2.220  4.248  -0.92
C  4.271  2.597  5.647  -0.37
O  3.751  3.884  6.023  -0.30
C  2.500  3.897  6.463  0.25
O  1.774  2.954  6.571  -0.52
C  2.110  5.327  6.862  1.06
F  2.504  6.215  5.941  -0.31
F  2.679  5.657  8.026  -0.26
F  0.792  5.439  7.005  -0.24
H  4.112  2.998  3.538  0.28
H  4.294  1.285  3.945  0.32
H  2.750  2.102  4.195  0.34
H  5.354  2.692  5.693  0.34
H  3.975  1.845  6.378  0.34
C  -8.086  -3.185  -1.267  -1.15
C  -8.050  -2.269  -0.063  -0.12
O  -6.813  -1.523  -0.013  -0.35
C  -6.758  -0.440  -0.775  0.41
O  -7.614  -0.026  -1.496  -0.49
C  -5.412  0.266  -0.566  0.89
F  -4.387  -0.612  -0.567  -0.35
F  -5.394  0.901  0.611  -0.26
F  -5.180  1.156  -1.519  -0.26
H  -7.214  -3.841  -1.274  0.29
H  -8.986  -3.798  -1.246  0.40
H  -8.078  -2.615  -2.195  0.32
H  -8.078  -2.847  0.858  0.36
H  -8.898  -1.586  -0.049  0.23
C  -0.782  -5.671  -7.430  -1.14
C  0.380  -6.549  -7.017  -0.06
O  0.466  -7.708  -7.862  -0.35
C  1.082  -7.529  -9.027  0.33
O  1.563  -6.510  -9.423  -0.50
C  1.132  -8.857  -9.794  0.88
F  -0.046  -9.486  -9.751  -0.24
F  2.053  -9.663  -9.252  -0.25
F  1.451  -8.654  -11.066  -0.23
H  -1.708  -6.246  -7.441  0.33
H  -0.893  -4.836  -6.738  0.33
H  -0.634  -5.272  -8.433  0.33
H  0.226  -6.922  -6.006  0.23
H  1.321  -5.999  -7.025  0.33
C  -8.832  3.758  0.935  -1.32
C  -9.042  2.276  0.713  0.15
O  -9.935  1.723  1.697  -0.34
C  -11.233  1.886  1.460  0.31
O  -11.719  2.440  0.522  -0.51
C  -12.046  1.201  2.568  0.92
F  -11.548  1.472  3.778  -0.25
F  -12.018  -0.130  2.399  -0.25
F  -13.312  1.596  2.539  -0.24
H  -8.487  3.946  1.952  0.34
H  -8.091  4.143  0.234  0.38
H  -9.760  4.311  0.795  0.35
H  -8.103  1.740  0.837  0.05
H  -9.411  2.066  -0.290  0.38
C  0.368  8.890  6.256  -0.95
C  0.521  9.777  7.473  -0.28
O  1.792  10.451  7.465  -0.32
C  1.865  11.546  6.718  0.33
O  0.986  12.017  6.061  -0.51
C  3.263  12.167  6.849  0.92
F  4.219  11.235  6.765  -0.24
F  3.385  12.780  8.032  -0.25
F  3.473  13.063  5.892  -0.24
H  1.201  8.195  6.187  0.13
H  -0.561  8.323  6.314  0.39
H  0.356  9.481  5.339  0.36
H  0.511  9.179  8.382  0.33
H  -0.288  10.503  7.547  0.34
C  5.816  3.092  -2.626  -1.03
C  5.561  2.329  -3.908  -0.23
O  6.510  1.251  -4.068  -0.32
C  6.256  0.136  -3.422  0.33
O  5.312  -0.085  -2.711  -0.51
C  7.336  -0.909  -3.737  0.85
F  8.554  -0.382  -3.677  -0.25
F  7.146  -1.406  -4.961  -0.27
F  7.272  -1.919  -2.864  -0.23
H  6.846  3.447  -2.592  0.32
H  5.148  3.950  -2.561  0.38
H  5.657  2.462  -1.751  0.23
H  5.706  2.974  -4.771  0.34
H  4.545  1.939  -3.954  0.28

***

Formula: C35H51ClO29S3
Source: the Open Molecules 2025 dataset
Level of theory: the ωB97M-V functional and the def2-TZVPD basis

Summary:
Molecular weight   1067.418 g mol⁻¹
E_HOMO   -0.3568 Eh
Kohn-Sham gap   9.04 eV

Last column: Mulliken charge in e.
Atoms and positions in Å:
C  -3.373  -4.480  -3.900  -0.61
C  -2.353  -3.216  -3.607  -0.27
C  -0.946  -3.267  -4.447  0.87
C  0.399  -3.924  -3.778  -0.15
C  0.217  -5.440  -3.186  0.19
C  0.562  -5.471  -1.556  -0.72
Cl  -0.843  -4.741  -0.530  -0.13
O  -1.233  -3.630  -5.862  -0.35
S  -1.392  -2.292  -6.945  1.00
O  -2.785  -2.025  -7.582  -0.48
O  -0.335  -2.134  -8.066  -0.58
O  -1.161  -1.084  -5.741  -0.32
C  -0.489  -1.661  -4.557  -0.22
S  -0.766  -0.576  -3.055  -0.06
C  0.752  -0.615  -1.899  -0.08
C  1.064  0.996  -1.573  0.05
O  1.660  1.674  -2.556  -0.56
O  0.615  1.526  -0.277  0.00
C  1.600  2.426  0.339  -0.31
C  2.589  1.727  1.446  0.53
C  2.026  1.915  2.987  -1.00
O  3.940  2.273  1.224  -0.35
C  4.305  3.286  2.227  0.49
O  3.793  4.533  2.305  -0.54
C  5.472  2.821  3.331  0.08
S  5.704  0.963  3.370  -0.21
H  -4.015  -4.195  -4.863  0.24
H  -2.836  -5.498  -4.114  -0.04
H  -4.178  -4.559  -3.022  0.27
H  -2.136  -3.089  -2.454  -0.17
H  -2.940  -2.244  -3.972  0.40
H  0.842  -3.243  -2.917  -0.28
H  1.233  -3.936  -4.626  0.31
H  1.050  -6.115  -3.695  0.36
H  -0.847  -5.908  -3.322  -0.50
H  1.500  -4.790  -1.326  0.36
H  0.745  -6.602  -1.223  0.39
H  0.657  -1.788  -4.865  0.41
H  1.665  -1.129  -2.458  0.39
H  0.396  -1.210  -0.952  0.24
H  2.273  3.022  -0.409  0.29
H  0.970  3.249  0.932  -0.10
H  2.645  0.575  1.231  0.14
H  2.778  1.584  3.821  0.24
H  1.692  3.032  3.201  0.31
H  1.067  1.216  3.121  0.21
H  5.310  3.309  4.392  -0.31
H  6.493  3.280  2.925  0.44
H  4.524  0.278  3.699  0.15
O  5.039  4.342  5.998  -0.62
C  5.971  3.792  6.560  0.79
O  7.286  4.078  6.331  -0.31
C  8.032  3.402  7.326  -0.34
C  7.127  2.285  7.735  -0.33
O  5.835  2.811  7.499  -0.27
H  8.982  3.041  6.920  0.30
H  8.237  4.096  8.147  0.28
H  7.262  1.390  7.119  0.27
H  7.250  2.015  8.788  0.30
O  -0.354  6.929  1.680  -0.54
C  -0.290  6.474  0.550  0.68
O  0.165  7.165  -0.536  -0.34
C  0.294  6.232  -1.593  -0.36
C  -0.654  5.143  -1.207  -0.09
O  -0.665  5.207  0.207  -0.29
H  0.032  6.692  -2.550  0.32
H  1.332  5.888  -1.635  0.26
H  -1.669  5.322  -1.577  0.28
H  -0.319  4.160  -1.548  0.09
O  -5.243  4.660  5.697  -0.56
C  -4.179  5.071  5.265  0.58
O  -3.569  4.599  4.139  -0.30
C  -2.494  5.474  3.856  0.08
C  -2.193  6.089  5.184  -0.20
O  -3.443  6.064  5.845  -0.32
H  -1.642  4.922  3.449  0.14
H  -2.824  6.213  3.118  0.11
H  -1.474  5.500  5.764  0.15
H  -1.822  7.114  5.094  0.31
O  -8.022  -3.480  -11.659  -0.54
C  -7.008  -3.324  -11.000  0.59
O  -6.512  -4.240  -10.118  -0.33
C  -5.226  -3.790  -9.736  -0.16
C  -5.288  -2.319  -9.990  -0.19
O  -6.220  -2.210  -11.049  -0.33
H  -5.029  -4.023  -8.686  0.17
H  -4.477  -4.291  -10.359  0.25
H  -5.666  -1.761  -9.127  0.25
H  -4.319  -1.906  -10.283  0.28
O  -0.821  -3.057  2.495  -0.55
C  -1.610  -2.182  2.180  0.54
O  -2.089  -1.993  0.915  -0.12
C  -3.132  -1.042  1.009  -0.31
C  -2.809  -0.300  2.265  -0.19
O  -2.128  -1.263  3.046  -0.33
H  -3.143  -0.390  0.131  0.28
H  -4.089  -1.572  1.070  0.27
H  -2.141  0.550  2.088  0.07
H  -3.706  0.055  2.781  0.33
O  2.770  2.723  11.089  -0.56
C  2.570  3.442  10.124  0.67
O  1.451  3.394  9.344  -0.33
C  1.498  4.519  8.487  -0.26
C  2.955  4.847  8.431  0.00
O  3.438  4.399  9.684  -0.32
H  1.088  4.275  7.504  0.21
H  0.905  5.326  8.930  0.23
H  3.476  4.303  7.636  -0.02
H  3.136  5.918  8.306  0.35
O  -1.063  -7.893  -2.160  -0.51
C  -1.386  -8.466  -3.188  0.51
O  -1.255  -9.809  -3.397  -0.33
C  -1.941  -10.107  -4.598  -0.38
C  -1.944  -8.801  -5.324  -0.37
O  -1.924  -7.847  -4.279  -0.16
H  -1.423  -10.892  -5.156  0.32
H  -2.951  -10.452  -4.353  0.27
H  -1.052  -8.665  -5.945  0.28
H  -2.834  -8.674  -5.948  0.32

***

Formula: C35H51FN5OP2S
Source: the Open Molecules 2025 dataset
Level of theory: the ωB97M-V functional and the def2-TZVPD basis

Summary:
Molecular weight   670.840 g mol⁻¹
E_HOMO   -0.3849 Eh
Kohn-Sham gap   6.34 eV
Total charge   +1

Last column: Mulliken charge in e.
Atoms and positions in Å:
C  3.450  2.673  2.660  -0.94
C  1.985  2.552  2.731  -0.33
C  0.952  2.005  1.541  1.37
C  1.030  3.320  0.495  -0.56
O  0.934  3.027  -0.915  -0.42
C  -0.403  3.046  -1.486  0.67
C  -0.638  2.041  -2.805  -0.46
C  -2.093  1.981  -3.616  -0.16
C  -3.405  2.893  -3.133  -0.47
C  -3.180  3.886  -1.831  -0.38
C  -1.695  3.953  -1.065  -0.40
C  -0.604  2.012  1.989  -1.91
C  -1.090  0.693  2.913  1.14
C  -0.454  1.001  4.373  -0.27
C  -0.002  0.143  5.476  -0.90
C  -2.655  1.067  3.092  -1.15
C  -3.749  0.028  3.606  0.56
C  -3.592  -0.627  5.091  -0.88
F  -5.035  0.833  3.701  -0.42
C  -0.639  -0.599  2.054  0.91
P  -1.298  -2.302  2.714  -0.14
N  -1.115  -2.553  4.292  -0.67
P  -1.818  -0.561  0.473  0.15
S  -2.021  -2.389  -0.298  -0.25
C  0.961  -0.618  1.558  -1.37
C  1.289  -1.580  0.275  -0.49
C  1.437  -3.164  0.380  -0.33
N  2.026  -3.762  -0.751  -0.64
C  2.066  -0.910  2.703  1.21
C  1.986  -2.268  3.604  -1.01
C  3.650  -0.791  2.297  -0.74
C  4.364  -2.071  1.599  -0.97
N  1.283  0.740  0.886  0.09
H  4.108  1.917  3.268  0.28
H  3.971  3.491  1.965  0.23
H  1.453  2.930  3.727  0.20
H  2.065  3.908  0.622  0.29
H  0.234  4.105  0.915  0.15
H  0.244  1.364  -3.213  0.36
H  -2.226  1.286  -4.573  0.27
H  -4.448  2.857  -3.698  0.33
H  -4.073  4.565  -1.423  0.30
H  -1.598  4.697  -0.165  0.28
H  -0.766  2.974  2.678  0.54
H  -1.264  2.186  1.046  -0.12
H  -0.401  2.163  4.664  0.35
H  1.138  0.244  5.815  0.21
H  -0.633  -0.646  6.085  0.18
H  -3.060  1.516  2.060  0.33
H  -2.686  2.012  3.826  0.40
H  -4.020  -0.746  2.742  0.17
H  -2.737  -0.192  5.758  0.08
H  -4.593  -0.454  5.721  0.44
H  -3.544  -1.814  4.968  0.19
H  -0.726  -3.444  2.057  0.25
H  -2.746  -2.455  2.489  0.29
H  -0.553  -3.420  4.434  0.28
H  -3.182  -0.248  0.793  0.32
H  -1.387  0.400  -0.506  0.19
H  2.365  -1.225  -0.122  0.36
H  0.623  -1.366  -0.694  0.43
H  1.171  -3.949  1.190  0.17
H  2.271  -3.010  -1.446  0.32
H  1.946  -0.049  3.528  -0.05
H  1.396  -3.165  3.168  0.17
H  3.048  -2.706  3.936  0.32
H  1.464  -2.037  4.655  0.18
H  4.212  -0.649  3.345  0.43
H  3.956  0.145  1.673  -0.05
H  3.874  -3.114  1.768  0.26
H  4.405  -1.915  0.416  0.20
H  5.493  -2.120  1.977  0.34
H  2.261  0.808  0.534  0.83
H  0.701  0.680  -0.006  0.47
N  3.469  -0.605  -3.715  -0.31
C  4.290  0.407  -3.357  -0.03
C  4.824  1.320  -4.252  -0.68
C  4.501  1.187  -5.599  -0.15
C  3.660  0.153  -5.999  -0.51
C  3.173  -0.708  -5.029  -0.19
H  4.514  0.467  -2.296  0.37
H  5.475  2.115  -3.908  0.37
H  4.902  1.883  -6.330  0.38
H  3.391  0.022  -7.041  0.38
H  2.510  -1.528  -5.291  0.38
N  -3.121  -0.984  -5.572  -0.29
C  -3.347  -1.118  -6.898  -0.13
C  -4.125  -2.122  -7.449  -0.53
C  -4.706  -3.051  -6.592  -0.16
C  -4.491  -2.941  -5.222  -0.55
C  -3.700  -1.899  -4.765  -0.19
H  -2.869  -0.371  -7.525  0.36
H  -4.275  -2.180  -8.522  0.36
H  -5.322  -3.853  -6.988  0.37
H  -4.929  -3.649  -4.528  0.35
H  -3.505  -1.769  -3.704  0.41

***

Formula: C35H52AsOP3STl
Source: the Open Molecules 2025 dataset
Level of theory: the ωB97M-V functional and the def2-TZVPD basis

Summary:
Relative energy (zero: lowest compared OMol25 entry of this formula, charge and spin)   0.0 kcal per mole
Molecular weight   893.094 g mol⁻¹
E_HOMO   -0.5290 Eh
Kohn-Sham gap   4.09 eV
Total charge   +3

Last column: Mulliken charge in e.
Atoms and positions in Å:
Tl  0.238  -2.217  -0.801  1.19
P  -1.956  1.966  0.114  1.01
P  -2.910  0.339  -1.371  1.39
P  2.421  1.284  -1.351  1.02
H  0.041  -2.703  -3.784  0.30
C  1.074  -2.663  -3.431  -1.30
C  1.644  -1.375  -3.034  -0.70
H  1.006  -0.485  -3.097  0.35
C  -2.047  3.561  -0.758  -1.41
C  -3.067  2.145  1.545  -1.49
C  -0.306  1.956  0.843  0.09
C  -2.526  -1.091  -2.437  -0.89
C  -4.307  -0.307  -0.391  -1.48
C  -3.704  1.434  -2.601  -1.84
C  3.917  0.936  -2.361  -1.40
C  3.233  1.558  0.283  -1.12
C  2.131  3.015  -1.912  -1.27
H  1.412  -3.573  -2.926  0.61
H  2.427  -1.324  -2.268  0.82
H  -1.842  4.338  -0.009  0.48
H  -3.038  3.731  -1.197  0.41
H  -1.284  3.596  -1.549  0.40
H  -2.775  3.076  2.053  0.54
H  -2.941  1.303  2.239  0.21
H  -4.118  2.224  1.240  0.51
H  -0.398  2.040  1.935  0.36
H  0.272  2.817  0.479  0.48
H  0.215  1.005  0.636  -0.78
H  -2.372  -2.008  -1.846  0.53
H  -1.653  -0.895  -3.072  -0.16
H  -3.384  -1.257  -3.105  0.66
H  -5.233  -0.105  -0.942  0.48
H  -4.374  0.150  0.603  0.37
H  -4.175  -1.391  -0.271  0.46
H  -4.445  0.822  -3.129  0.58
H  -2.957  1.780  -3.328  0.43
H  -4.208  2.296  -2.148  0.48
H  4.522  1.848  -2.463  0.53
H  3.619  0.577  -3.356  0.25
H  4.511  0.151  -1.874  0.45
H  4.287  1.839  0.136  0.57
H  3.171  0.620  0.853  0.06
H  2.714  2.336  0.857  0.33
H  3.093  3.531  -2.036  0.47
H  1.511  3.558  -1.186  0.37
H  1.604  2.989  -2.876  0.13
C  0.543  -0.148  -5.555  -0.41
C  0.895  1.169  -5.297  -0.11
C  -0.077  2.182  -5.398  -0.76
C  -1.397  1.834  -5.718  -0.85
C  -1.764  0.487  -5.828  -0.40
C  -0.778  -0.511  -5.755  -0.46
S  2.302  -1.977  -4.722  -0.26
H  1.417  -1.029  -5.524  0.16
H  1.930  1.427  -5.048  0.54
H  0.206  3.231  -5.266  0.55
H  -2.137  2.621  -5.888  0.55
H  -2.804  0.212  -6.012  0.60
H  -1.049  -1.561  -5.887  0.61
O  0.806  -0.826  1.163  -0.06
As  0.744  -1.171  2.842  0.54
C  2.029  0.018  3.671  0.88
C  3.371  -0.383  3.752  -0.38
C  4.347  0.535  4.164  -0.67
C  3.974  1.834  4.536  -0.58
C  2.627  2.210  4.515  -0.92
C  1.649  1.300  4.092  -0.26
C  -1.115  -1.003  3.403  0.31
C  -1.466  -0.280  4.550  -0.43
C  -2.814  -0.173  4.917  -0.78
C  -3.804  -0.807  4.159  -0.66
C  -3.447  -1.552  3.031  -0.81
C  -2.103  -1.656  2.655  -0.48
C  1.205  -3.053  2.946  0.08
C  2.118  -3.580  2.023  -0.04
C  2.413  -4.949  2.039  -0.89
C  1.782  -5.795  2.954  -0.56
C  0.853  -5.271  3.861  -0.69
C  0.557  -3.900  3.859  -0.52
H  3.646  -1.407  3.490  0.42
H  5.394  0.226  4.204  0.44
H  4.733  2.544  4.869  0.43
H  2.323  3.209  4.838  0.43
H  0.595  1.582  4.094  0.19
H  -0.689  0.182  5.159  0.62
H  -3.084  0.396  5.809  0.47
H  -4.852  -0.736  4.458  0.44
H  -4.209  -2.068  2.446  0.55
H  -1.818  -2.257  1.788  0.37
H  2.584  -2.918  1.288  0.59
H  3.134  -5.344  1.324  0.45
H  2.013  -6.860  2.965  0.43
H  0.354  -5.925  4.578  0.43
H  -0.183  -3.486  4.552  0.44